# 1
C4H6N2O2 | ωB97M-V/def2-TZVPD

For the HOMO-LUMO gap, the calculation gives 0.330 Ha. The total charge is 0. The energy relative to the best compared isomer or geometry (same formula, charge and spin) comes out at 67.4 kcal/mol. The total energy is -415.93318 a.u. The structure (SMILES) is N/C=C\C(=O)/C=N/O.

Cartesian coordinates (Å):
N: 0.323 0.662 -1.734
C: -0.420 1.441 -0.939
C: -0.869 1.325 0.324
C: -0.684 0.296 1.359
O: -1.201 0.437 2.458
C: 0.082 -1.014 1.204
N: 0.674 -1.385 0.172
O: 1.261 -2.648 0.355
H: 0.591 -0.232 -1.387
H: 0.600 0.913 -2.665
H: -0.711 2.413 -1.370
H: -1.376 2.255 0.644
H: 0.044 -1.660 2.090
H: 1.685 -2.804 -0.510

***

# 2
C6H10 | ωB97M-V/def2-TZVPD

For the HOMO-LUMO gap, the calculation gives 0.367 Ha. The total charge is 0. The energy relative to the best compared isomer or geometry (same formula, charge and spin) comes out at 80.1 kcal/mol. The total energy is -234.47483 a.u. The structure (SMILES) is CCC#CCC.

Cartesian coordinates (Å):
C: 2.128 0.408 0.012
C: 1.379 -0.892 0.296
C: 0.547 -0.798 1.601
C: -0.582 -0.750 1.100
C: -1.769 -0.346 0.376
C: -1.573 0.956 -0.417
H: 1.563 1.282 0.359
H: 3.105 0.429 0.504
H: 2.274 0.514 -1.067
H: 0.665 -1.112 -0.521
H: 2.025 -1.765 0.318
H: -2.485 -0.201 1.186
H: -2.163 -1.142 -0.268
H: -0.913 0.819 -1.281
H: -2.536 1.320 -0.785
H: -1.128 1.725 0.221

***

# 3
C3H7O2 | ωB97M-V/def2-TZVPD

For the HOMO-LUMO gap, the calculation gives 0.235 Ha. The total charge is -1. The energy relative to the best compared isomer or geometry (same formula, charge and spin) comes out at 70.4 kcal/mol. The total energy is -268.92782 a.u. The structure (SMILES) is [O-]CCCO.

Cartesian coordinates (Å):
O: 2.021 -0.897 0.487
C: 1.547 0.279 -0.153
C: 0.062 0.418 -0.029
C: -0.864 -0.797 -0.248
O: -2.153 -0.226 0.258
H: 1.672 0.471 -1.260
H: 2.029 1.205 0.320
H: -0.275 0.739 0.970
H: -0.367 1.301 -0.529
H: -0.448 -1.600 0.312
H: -1.152 -1.093 -1.214
H: -2.075 0.200 1.086

***

# 4
C30H26N4O6Ti | ωB97M-V/def2-TZVPD

For the HOMO-LUMO gap (spin up / spin down), the calculation gives 0.148 / 0.237 Ha. The total charge is -2. As for the expectation value of S²: 2.0193. The energy relative to the best compared isomer or geometry (same formula, charge and spin) comes out at 8.6 kcal/mol. The total energy is -2678.85041 a.u. Its spin multiplicity is 3.

Cartesian coordinates (Å):
Ti: 0.750 0.500 -0.369
C: -2.289 0.519 -3.259
O: -3.064 1.640 -2.786
C: -3.130 1.835 -1.457
C: -4.323 2.200 -0.915
C: -4.459 2.486 0.461
C: -3.343 2.383 1.263
C: -2.123 2.007 0.730
C: -0.945 1.989 1.631
N: 0.147 1.647 1.314
N: 1.161 1.842 2.273
C: 2.302 1.555 1.709
O: 2.457 1.182 0.522
C: 3.542 1.705 2.566
C: 3.487 2.095 3.889
C: 4.653 2.209 4.636
C: 5.885 1.932 4.057
C: 5.937 1.542 2.731
C: 4.761 1.429 1.990
C: -1.970 1.726 -0.633
O: -0.873 1.415 -1.120
H: -2.664 0.309 -4.261
H: -2.428 -0.353 -2.622
H: -1.225 0.758 -3.295
H: -5.173 2.260 -1.585
H: -5.415 2.775 0.873
H: -3.404 2.596 2.325
H: -1.078 2.332 2.663
H: 2.516 2.303 4.319
H: 4.599 2.513 5.675
H: 6.795 2.019 4.638
H: 6.891 1.320 2.268
H: 4.768 1.119 0.953
O: -1.957 -1.201 -0.312
C: -2.896 -1.858 0.465
C: -2.406 -1.987 1.885
C: -2.638 -3.159 2.611
C: -2.173 -3.252 3.907
C: -1.480 -2.185 4.451
C: -1.303 -1.054 3.660
N: -1.763 -0.946 2.420
H: -1.567 -1.820 -0.999
H: -3.122 -2.859 0.072
H: -3.845 -1.293 0.490
H: -3.152 -3.990 2.145
H: -2.330 -4.159 4.482
H: -1.076 -2.224 5.455
H: -0.758 -0.196 4.035
O: -0.943 -2.653 -2.423
C: -0.061 -1.832 -2.816
N: 0.514 -0.868 -2.041
C: 1.334 -0.084 -2.791
O: 1.896 0.902 -2.193
C: 1.362 -0.553 -4.148
C: 2.011 -0.142 -5.321
C: 1.783 -0.838 -6.492
C: 0.894 -1.956 -6.517
C: 0.248 -2.362 -5.359
C: 0.479 -1.673 -4.170
H: 2.679 0.712 -5.308
H: 2.279 -0.528 -7.407
H: 0.723 -2.484 -7.449
H: -0.435 -3.205 -5.368
C: 1.146 -1.266 0.823
H: 1.350 -1.064 1.894
H: 2.078 -1.659 0.381
H: 0.383 -2.057 0.753

***

# 5
C4H7NS | ωB97M-V/def2-TZVPD

For the HOMO-LUMO gap, the calculation gives 0.341 Ha. The total charge is 0. The energy relative to the best compared isomer or geometry (same formula, charge and spin) comes out at 20.6 kcal/mol. The total energy is -609.52561 a.u. The structure (SMILES) is C[C@H]1CC=NS1.

Cartesian coordinates (Å):
C: 1.641 -0.567 -0.307
C: 0.343 -0.381 0.474
C: -0.431 0.914 0.104
C: -1.864 0.509 -0.114
N: -2.194 -0.743 -0.154
S: -0.903 -1.757 0.056
H: 2.245 -1.352 0.142
H: 1.457 -0.685 -1.372
H: 2.197 0.303 -0.161
H: 0.586 -0.370 1.554
H: -0.042 1.241 -0.891
H: -0.324 1.663 0.849
H: -2.709 1.225 -0.179

***

# 6
C9H15NO2PPt | ωB97M-V/def2-TZVPD

For the HOMO-LUMO gap, the calculation gives 0.203 Ha. The total charge is +1. The total energy is -1017.27036 a.u.

Cartesian coordinates (Å):
C: -1.777 2.929 0.937
C: -1.723 2.607 -0.221
C: -1.627 2.153 -1.604
C: -1.294 0.654 -1.719
C: 0.173 0.399 -1.715
C: 0.896 0.661 -0.375
O: 2.208 0.222 -0.410
C: 2.413 -1.117 -0.013
O: 2.569 -1.950 -0.851
C: 2.440 -1.324 1.478
C: 1.345 -2.299 1.947
P: -2.204 -0.407 -0.750
N: -1.805 -1.880 -0.469
H: -2.013 3.340 1.891
H: -0.849 2.730 -2.107
H: -2.576 2.378 -2.100
H: 0.404 -0.609 -2.060
H: 0.650 1.100 -2.404
H: 0.929 1.725 -0.152
H: 0.384 0.040 0.504
H: 2.309 -0.353 1.952
H: 3.427 -1.711 1.721
H: 0.485 -1.767 2.359
H: 0.990 -2.926 1.133
H: 1.719 -2.961 2.721
H: -3.549 -0.374 -1.142
H: -2.124 0.309 0.781
H: -0.963 -2.248 -0.895
Pt: -0.836 0.677 1.564